Entry i
Computed, not measured: C26H22AsCeN5O13 as an isolated structure, with ωB97M-V/def2-TZVPD.

Element x y z (Å)
Ce (0.065, -0.287, -0.730)
O (1.037, 1.558, 5.386)
C (0.852, 1.053, 4.320)
C (1.930, 0.467, 3.383)
O (3.079, 0.263, 3.657)
C (1.207, 0.164, 2.121)
C (-0.144, 0.440, 2.266)
O (-0.943, 0.242, 1.247)
C (-0.498, 0.869, 3.609)
O (-1.603, 0.991, 4.087)
O (1.659, -0.344, 1.032)
C (2.775, -2.688, -1.119)
N (1.707, -1.945, -1.774)
C (1.651, -1.977, -3.068)
C (0.713, -1.212, -3.798)
C (0.483, -1.131, -5.170)
C (-0.574, -0.232, -5.334)
C (-0.938, 0.195, -4.059)
N (-0.164, -0.386, -3.120)
C (3.816, -1.774, -0.511)
C (4.390, -2.088, 0.714)
C (5.320, -1.243, 1.296)
C (5.692, -0.072, 0.652)
C (5.134, 0.242, -0.578)
C (4.200, -0.606, -1.157)
H (3.252, -3.366, -1.837)
H (2.343, -3.313, -0.333)
H (2.351, -2.601, -3.627)
H (1.022, -1.664, -5.938)
H (-1.033, 0.074, -6.260)
H (-1.729, 0.872, -3.775)
H (4.083, -2.990, 1.234)
H (5.738, -1.484, 2.264)
H (6.405, 0.598, 1.114)
H (5.418, 1.155, -1.085)
H (3.761, -0.344, -2.113)
C (-3.247, -1.503, 1.787)
As (-1.784, -2.537, 1.110)
C (-0.343, -2.759, 2.367)
C (-2.487, -4.306, 0.836)
O (-1.209, -2.064, -0.415)
H (-3.875, -2.184, 2.361)
H (-3.797, -1.126, 0.925)
H (-2.903, -0.673, 2.398)
H (-0.274, -3.819, 2.601)
H (-0.539, -2.191, 3.274)
H (0.590, -2.419, 1.919)
H (-2.580, -4.815, 1.794)
H (-1.805, -4.851, 0.187)
H (-3.462, -4.242, 0.358)
O (-2.248, 6.400, 1.711)
N (-3.135, 5.845, 1.093)
O (-4.216, 6.335, 0.839)
C (-2.800, 4.585, 0.432)
C (-3.735, 3.985, -0.404)
C (-3.426, 2.812, -1.043)
C (-2.192, 2.115, -0.835)
O (-1.957, 0.944, -1.242)
C (-1.260, 2.858, -0.033)
C (-1.552, 4.039, 0.624)
N (0.070, 2.364, 0.097)
O (0.597, 1.788, -0.944)
O (0.741, 2.604, 1.063)
N (-4.443, 2.250, -1.937)
O (-5.598, 2.576, -1.739)
O (-4.061, 1.580, -2.873)
H (-4.703, 4.440, -0.557)
H (-0.822, 4.530, 1.250)

- LUMO level: -2.5 eV
- Gap between HOMO and LUMO: 5.68 eV
- Net charge: 0

***

Entry ii
Computed, not measured: C26H22AsCeN5O13 as an isolated structure, with ωB97M-V/def2-TZVPD.

Element x y z (Å)
Ce (0.200, -0.448, -0.561)
O (3.160, 0.585, 4.844)
C (2.604, 0.452, 3.769)
C (3.245, 0.066, 2.460)
O (4.436, 0.165, 2.198)
C (2.143, -0.302, 1.552)
C (0.898, 0.113, 2.156)
O (-0.230, 0.095, 1.560)
C (1.146, 0.666, 3.485)
O (0.343, 1.253, 4.211)
O (2.246, -0.817, 0.405)
C (0.719, 0.140, -4.116)
N (-0.112, 0.460, -2.974)
C (-1.313, 0.881, -3.165)
C (-2.224, 1.070, -2.094)
C (-3.614, 1.250, -2.172)
C (-4.099, 1.124, -0.879)
C (-2.989, 0.892, -0.064)
N (-1.850, 0.872, -0.772)
C (1.334, -1.210, -3.832)
C (1.098, -2.308, -4.645)
C (1.616, -3.549, -4.313)
C (2.328, -3.714, -3.138)
C (2.575, -2.622, -2.318)
C (2.099, -1.365, -2.670)
H (1.509, 0.899, -4.200)
H (0.137, 0.121, -5.052)
H (-1.698, 1.061, -4.178)
H (-4.177, 1.417, -3.072)
H (-5.126, 1.173, -0.570)
H (-2.989, 0.724, 1.003)
H (0.511, -2.196, -5.546)
H (1.455, -4.388, -4.974)
H (2.712, -4.688, -2.877)
H (3.163, -2.735, -1.419)
H (2.396, -0.482, -2.091)
C (-0.660, 2.906, 1.645)
As (0.295, 2.823, -0.056)
C (1.694, 4.179, 0.279)
C (-0.854, 3.746, -1.366)
O (1.127, 1.552, -0.644)
H (-1.174, 3.868, 1.670)
H (0.056, 2.857, 2.467)
H (-1.367, 2.090, 1.761)
H (1.284, 5.091, 0.709)
H (2.222, 4.409, -0.648)
H (2.410, 3.739, 0.978)
H (-0.801, 4.819, -1.185)
H (-1.882, 3.406, -1.263)
H (-0.503, 3.526, -2.373)
O (-4.951, -6.281, 0.411)
N (-3.854, -6.488, 0.906)
O (-3.555, -7.530, 1.463)
C (-2.876, -5.465, 0.810)
C (-1.597, -5.647, 1.325)
C (-0.642, -4.656, 1.181)
C (-0.920, -3.401, 0.528)
O (-0.135, -2.429, 0.476)
C (-2.254, -3.308, -0.032)
C (-3.203, -4.279, 0.136)
N (-1.918, -1.631, -1.754)
O (-0.788, -2.115, -1.952)
O (-2.642, -2.177, -0.728)
N (0.665, -4.893, 1.707)
O (0.817, -5.891, 2.394)
O (1.560, -4.122, 1.438)
H (-1.337, -6.567, 1.835)
H (-4.195, -4.136, -0.266)

- LUMO level (alpha / beta): -2.8 / -2.8 eV
- Gap between HOMO and LUMO (alpha / beta): 5.30 / 5.30 eV
- Net charge: 0

***

Least stable structure: entry ii

***

Entry i
Computed, not measured: an isolated ion of composition C6H10N3OS and charge +1, with ωB97M-V/def2-TZVPD.

Element x y z (Å)
C (-1.760, -0.829, -1.656)
C (-1.273, -2.040, -1.511)
C (-1.393, 0.507, -1.188)
C (-0.496, -2.195, -0.292)
C (1.085, 1.076, 1.774)
C (0.148, 0.093, -0.260)
N (1.637, 2.117, 2.386)
N (0.322, 1.170, 0.587)
N (-0.031, -1.153, 0.362)
O (1.195, -0.088, 2.205)
S (1.395, 0.044, -1.646)
H (-2.638, -0.731, -2.369)
H (-1.341, -2.958, -2.101)
H (-1.040, 1.095, -1.965)
H (-0.340, -3.200, 0.184)
H (1.505, 3.143, 2.291)
H (2.086, 1.838, 3.194)
H (0.179, 2.060, 0.044)
H (-2.034, 1.224, -0.567)
H (0.485, -1.040, 1.259)
H (2.308, -0.133, -0.729)

- SMILES: NC(=O)N[C@]1(S)CC=CC=[NH+]1
- LUMO level: -4.8 eV
- Gap between HOMO and LUMO: 8.28 eV
- Net charge: +1

***

Entry ii
Computed, not measured: an isolated ion of composition C6H10N3OS and charge +1, with ωB97M-V/def2-TZVPD.

Element x y z (Å)
C (1.714, -1.626, 1.068)
C (1.842, -0.528, -0.127)
O (2.650, -0.772, -1.054)
N (0.947, 0.646, -0.027)
C (1.361, 1.785, -0.904)
C (-0.429, 0.202, -0.272)
C (-1.044, -0.745, -1.320)
N (-2.477, -0.800, -0.983)
C (-2.753, 0.036, 0.169)
N (-1.504, 0.647, 0.605)
S (-1.398, 1.690, 1.992)
H (1.567, -1.003, 2.034)
H (2.653, -2.269, 1.084)
H (0.746, -2.226, 0.881)
H (2.125, 2.423, -0.310)
H (0.482, 2.507, -1.119)
H (1.847, 1.489, -1.892)
H (-0.488, -1.301, -2.141)
H (-3.224, -1.350, -1.438)
H (-3.771, 0.187, 0.682)
H (-0.847, 1.007, 3.073)

- SMILES: CC(=O)N(C)c1c[nH]c[n+]1S
- LUMO level: -4.4 eV
- Gap between HOMO and LUMO: 9.09 eV
- Net charge: +1

***

Least stable structure: entry ii

***

Entry i
Computed, not measured: a 2-piece molecular cluster, C4H10IP overall, with ωB97M-V/def2-TZVPD.

Element x y z (Å)
C (-2.033, -0.207, -0.354)
C (0.020, -0.908, 1.221)
C (0.157, 0.301, -0.872)
C (-0.619, 0.141, 0.312)
P (2.578, 1.468, 0.230)
I (4.111, -0.370, -0.125)
H (-1.870, -0.942, -1.034)
H (-2.746, -0.658, 0.280)
H (-2.560, 0.509, -0.942)
H (-0.624, -1.775, 1.280)
H (0.233, -0.378, 2.186)
H (1.001, -1.209, 0.711)
H (0.462, -0.501, -1.389)
H (0.052, 1.227, -1.400)
H (-0.739, 1.038, 0.873)
H (2.577, 2.262, -0.977)

- LUMO level (alpha / beta): -0.8 / 0.1 eV
- Gap between HOMO and LUMO (alpha / beta): 7.11 / 8.00 eV
- Net charge: 0

***

Entry ii
Computed, not measured: a 2-piece molecular cluster, C4H10IP overall, with ωB97M-V/def2-TZVPD.

Element x y z (Å)
C (1.242, -2.100, 1.894)
C (-0.699, -2.730, 0.399)
C (-0.739, 3.578, -1.025)
C (0.402, -1.786, 0.916)
P (0.336, 2.037, -0.748)
I (0.128, 0.975, -2.967)
H (2.013, -1.604, 2.406)
H (1.405, 2.875, -1.058)
H (1.028, -3.140, 2.134)
H (-0.331, -3.668, 0.018)
H (-1.179, -2.288, -0.454)
H (-1.330, -3.024, 1.277)
H (-0.553, 3.904, -2.005)
H (-0.442, 4.370, -0.211)
H (-1.770, 3.402, -1.028)
H (0.490, -0.801, 0.450)

- SMILES: C=CC.CPI
- LUMO level: 0.0 eV
- Gap between HOMO and LUMO: 9.26 eV
- Net charge: 0

***

Least stable structure: entry i

***

Entry i
Computed, not measured: one molecule with the formula C20H22N2O3, with ωB97M-V/def2-TZVPD.

Element x y z (Å)
C (-5.045, -1.893, -1.356)
C (-5.844, -0.973, -0.441)
H (-6.770, -1.467, -0.142)
C (-5.067, -0.622, 0.831)
N (-3.838, 0.087, 0.568)
C (-2.608, -0.472, 0.758)
O (-2.391, -1.621, 1.073)
C (-1.628, 0.613, 0.503)
C (-0.248, 0.576, 0.533)
C (0.445, 1.750, 0.242)
C (-0.258, 2.920, -0.048)
C (-1.644, 2.952, -0.074)
C (-2.321, 1.784, 0.207)
C (-3.803, 1.499, 0.236)
O (-4.467, 1.808, -0.954)
H (-4.033, 1.356, -1.688)
H (-4.324, 2.087, 1.006)
H (-2.176, 3.862, -0.305)
H (0.314, 3.813, -0.248)
C (1.943, 1.852, 0.259)
O (2.496, 2.907, 0.493)
N (2.569, 0.679, -0.026)
C (3.938, 0.390, -0.093)
C (4.899, 1.387, 0.047)
C (6.244, 1.076, -0.023)
C (6.645, -0.230, -0.239)
C (5.689, -1.221, -0.381)
C (4.333, -0.938, -0.315)
C (3.340, -2.065, -0.432)
H (3.831, -2.919, -0.902)
C (2.822, -2.494, 0.944)
H (2.063, -3.266, 0.843)
H (2.393, -1.654, 1.487)
H (3.641, -2.889, 1.541)
H (2.502, -1.788, -1.080)
H (6.001, -2.242, -0.547)
H (7.694, -0.479, -0.295)
H (6.977, 1.860, 0.091)
H (4.583, 2.402, 0.218)
H (1.970, -0.106, -0.233)
H (0.240, -0.346, 0.812)
H (-5.691, -0.007, 1.489)
H (-4.783, -1.538, 1.356)
H (-6.108, -0.054, -0.968)
H (-4.117, -1.419, -1.669)
H (-5.621, -2.141, -2.244)
H (-4.790, -2.814, -0.837)

- SMILES: CCCN1C(=O)c2cc(C(=O)Nc3ccccc3CC)ccc2[C@H]1O
- LUMO level: 0.1 eV
- Gap between HOMO and LUMO: 8.64 eV
- Net charge: 0

***

Entry ii
Computed, not measured: C20H22N2O3 as an isolated structure, with ωB97M-V/def2-TZVPD.

Element x y z (Å)
C (4.372, 3.229, 0.476)
H (5.119, 3.570, -0.425)
O (3.990, 2.026, 0.115)
C (4.787, 0.886, -0.017)
C (6.131, 0.866, -0.049)
C (6.869, -0.156, 0.000)
C (6.283, -1.434, -0.134)
C (4.973, -1.429, -0.520)
C (4.117, -0.327, -0.340)
O (2.843, -0.414, -0.327)
C (2.090, -1.380, -0.575)
C (0.528, -1.266, -0.754)
O (-0.093, -2.456, -1.065)
N (0.287, -0.011, -0.327)
N (-0.987, 0.454, -0.594)
C (-2.093, -0.097, 0.160)
C (-3.231, 0.527, -0.146)
C (-4.498, -0.019, -0.434)
C (-5.505, 0.895, -0.774)
C (-5.615, 2.215, -0.485)
C (-4.444, 2.811, -0.399)
C (-3.363, 2.174, 0.043)
H (-2.317, 2.681, 0.175)
H (-4.434, 3.942, -0.058)
H (-6.494, 2.906, -0.996)
H (-6.451, 0.308, -0.964)
C (-4.474, -1.643, -0.649)
C (-4.399, -1.972, 0.698)
C (-3.448, -1.549, 1.742)
C (-2.017, -1.336, 0.963)
H (-1.219, -1.082, 1.562)
H (-1.840, -2.201, 0.160)
H (-3.166, -2.136, 2.502)
H (-3.748, -0.686, 2.003)
H (-5.442, -2.111, 1.220)
H (-4.185, -2.993, 0.627)
H (-3.596, -1.773, -1.408)
H (-5.389, -1.754, -0.906)
H (0.991, 0.637, -0.332)
H (2.348, -1.871, -1.463)
H (2.426, -2.406, 0.346)
H (4.438, -2.352, -0.354)
H (6.907, -2.215, -0.392)
H (7.945, -0.094, 0.052)
H (6.451, 2.065, 0.225)
H (3.599, 3.804, 0.443)
H (4.955, 3.166, 1.379)

- LUMO level: -0.3 eV
- Gap between HOMO and LUMO: 7.93 eV
- Net charge: 0

***

Least stable structure: entry ii

***

Entry i
Computed, not measured: a 2-piece molecular cluster, C4H12NOS overall, with ωB97M-V/def2-TZVPD.

Element x y z (Å)
C (-1.974, 2.036, -1.208)
C (-0.745, 1.958, -0.285)
C (-0.711, 0.677, 0.611)
S (0.791, 0.610, 1.660)
H (-1.879, 2.983, -1.849)
H (-2.953, 2.059, -0.717)
H (-1.942, 1.182, -1.903)
H (0.146, 1.990, -0.897)
H (-0.699, 2.880, 0.411)
H (-0.705, -0.189, -0.113)
H (-1.600, 0.576, 1.241)
H (0.829, -1.427, 1.907)
N (2.218, -1.635, -0.331)
C (1.216, -2.562, 0.199)
O (0.947, -2.399, 1.524)
H (3.167, -1.917, -0.086)
H (1.991, -0.771, 0.176)
H (0.306, -2.472, -0.378)
H (1.595, -3.579, 0.039)

- LUMO level (alpha / beta): 0.8 / -2.7 eV
- Gap between HOMO and LUMO (alpha / beta): 10.42 / 6.76 eV
- <S²>: 0.753
- Spin multiplicity: 2
- Net charge: 0

***

Entry ii
Computed, not measured: a 2-piece molecular cluster, C4H12NOS overall, with ωB97M-V/def2-TZVPD.

Element x y z (Å)
C (-0.047, -0.619, -0.566)
C (1.252, -1.312, -0.937)
S (1.148, -2.699, -2.082)
C (0.167, 0.387, 0.579)
N (-1.028, 1.118, 1.006)
C (-1.698, 1.871, -0.047)
H (-0.363, -0.067, -1.454)
H (-0.860, -1.304, -0.327)
H (1.920, -1.448, -0.085)
H (1.841, -0.651, -1.599)
H (0.736, -0.010, 1.423)
H (0.857, 1.204, 0.313)
H (-1.662, 0.462, 1.454)
H (-2.622, 1.387, -0.399)
H (-1.074, 1.990, -0.927)
H (-2.132, 2.777, 0.385)
H (0.037, 2.313, 3.553)
H (-0.932, 3.030, 2.627)
O (-0.665, 3.009, 3.580)

- LUMO level (alpha / beta): 0.8 / -1.9 eV
- Gap between HOMO and LUMO (alpha / beta): 9.85 / 6.97 eV
- <S²>: 0.753
- Spin multiplicity: 2
- Net charge: 0

***

Least stable structure: entry i